96
Properties=species:S:1:pos:R:3:forces:R:3 method="wB97M-V/def2-TZVPD" multiplicity=1 homo_energy_ev=-8.31 homo_lumo_gap_ev=9.022 charge=0 molar_mass_g_mol=532.76
C -0.657 6.345 -5.952 -0.092 -0.114 -0.235
O -1.046 5.277 -6.795 0.112 0.172 0.358
C -0.263 4.121 -6.583 -0.280 0.011 -0.170
C -0.816 3.010 -7.488 0.992 0.831 -1.024
N -0.372 1.705 -7.155 -0.458 -0.618 0.428
C -0.952 0.974 -6.047 0.223 0.900 -0.323
C 0.072 0.145 -5.331 -0.120 -0.599 0.924
O 0.445 -0.974 -6.123 0.200 0.423 0.234
C 0.660 -2.124 -5.346 -0.619 -0.694 -0.191
H 0.417 6.558 -6.027 -0.007 -0.069 -0.048
H -0.893 6.127 -4.904 -0.016 0.024 0.002
H -1.206 7.224 -6.282 -0.033 0.026 0.106
H -0.260 3.813 -5.526 -0.159 0.039 -0.002
H 0.773 4.351 -6.863 0.093 -0.179 0.107
H -0.415 3.232 -8.486 -0.099 -0.028 0.040
H -1.890 3.150 -7.641 -0.147 -0.357 0.534
H 0.457 1.326 -7.569 -0.001 0.067 -0.128
H -1.795 0.353 -6.371 0.068 -0.172 0.100
H -1.355 1.710 -5.338 0.008 -0.100 0.050
H -0.351 -0.196 -4.371 -0.221 -0.168 -0.240
H 0.957 0.712 -5.007 0.010 0.190 -0.456
H 1.314 -1.989 -4.481 0.239 0.200 -0.178
H 1.037 -2.899 -6.012 0.285 0.088 0.082
H -0.300 -2.509 -4.969 0.023 0.132 0.107
C 1.874 -7.737 4.443 1.174 -0.896 -0.557
O 0.607 -7.429 4.916 -0.241 0.161 0.283
C 0.171 -6.169 4.451 -0.299 0.263 -0.006
C -1.190 -5.848 5.044 -0.069 -1.440 -0.331
N -1.275 -6.161 6.471 -0.099 0.756 0.381
C -1.672 -5.047 7.322 0.432 0.622 -0.351
C -3.079 -4.581 7.059 -1.217 -0.544 0.515
O -3.166 -3.687 5.970 -0.049 -0.043 0.238
C -4.491 -3.321 5.698 -0.287 1.243 -1.103
H 1.914 -7.739 3.344 -0.046 0.228 0.072
H 2.168 -8.750 4.737 -0.469 0.031 0.155
H 2.698 -7.113 4.821 -0.397 0.418 0.011
H 0.034 -6.199 3.360 0.321 0.107 0.007
H 0.909 -5.400 4.715 0.048 -0.014 -0.056
H -1.898 -6.527 4.550 -0.026 0.206 -0.164
H -1.476 -4.842 4.744 0.042 0.190 0.433
H -0.406 -6.558 6.799 0.020 -0.062 -0.105
H -1.027 -4.158 7.180 -0.019 -0.110 0.104
H -1.591 -5.327 8.371 -0.010 -0.201 -0.025
H -3.551 -4.131 7.946 0.430 0.264 0.062
H -3.729 -5.454 6.871 0.256 -0.034 -0.205
H -4.919 -2.505 6.304 0.392 -0.421 0.680
H -5.207 -4.144 5.672 0.201 -0.219 0.033
H -4.461 -2.827 4.718 -0.097 -0.474 -0.099
C -2.465 0.027 4.815 -0.098 0.396 1.053
O -1.873 0.377 3.604 0.018 -0.190 -0.595
C -0.881 -0.581 3.232 -0.169 0.550 0.796
C -0.260 -0.213 1.933 0.480 -0.522 -0.913
N 0.785 0.795 2.071 -0.345 0.114 0.271
C 1.221 1.318 0.794 -0.167 0.635 -0.515
C 2.364 0.553 0.183 0.386 -0.557 -0.702
O 2.004 -0.721 -0.378 -0.287 0.172 0.489
C 1.255 -0.593 -1.557 0.275 -0.019 -0.689
H -3.302 0.687 5.051 -0.123 -0.029 -0.517
H -1.783 0.203 5.663 0.178 -0.399 -0.144
H -2.808 -1.012 4.826 0.040 -0.031 0.032
H -1.308 -1.589 3.196 -0.137 0.043 0.013
H -0.102 -0.552 4.009 0.017 -0.315 -0.078
H -1.005 0.073 1.172 -0.156 0.040 0.410
H 0.183 -1.129 1.526 0.197 0.110 0.035
H 0.419 1.544 2.646 0.008 0.050 -0.076
H 1.525 2.370 0.863 0.286 -0.196 0.560
H 0.400 1.422 0.061 0.156 -0.440 0.263
H 3.139 0.322 0.911 -0.090 0.071 0.183
H 2.824 1.140 -0.624 -0.074 0.095 0.106
H 0.727 0.361 -1.611 -0.207 -0.072 0.020
H 0.554 -1.423 -1.659 -0.083 0.037 0.231
H 1.911 -0.632 -2.441 0.052 0.064 0.108
C -2.052 2.099 -0.609 -0.791 0.209 -0.263
O -0.928 2.911 -0.862 -0.106 0.043 -0.181
C -0.727 3.199 -2.241 -0.336 0.405 0.497
C 0.404 4.203 -2.314 0.235 -0.736 -0.369
N 1.631 3.587 -1.848 -0.382 -0.123 0.077
C 2.835 4.396 -1.889 -0.127 -0.918 -0.195
C 3.953 3.656 -1.185 0.367 1.222 0.050
O 3.692 3.646 0.202 -0.317 -0.836 0.170
C 4.625 2.826 0.891 0.661 0.790 -0.376
H -2.650 2.562 0.180 0.257 -0.233 0.266
H -1.780 1.072 -0.355 0.071 0.101 0.082
H -2.739 2.049 -1.465 0.278 0.029 -0.109
H -1.638 3.675 -2.628 0.018 -0.144 -0.172
H -0.541 2.263 -2.779 0.217 0.101 -0.210
H 0.082 5.083 -1.740 0.171 0.127 -0.077
H 0.549 4.462 -3.370 -0.092 0.275 0.113
H 1.469 3.131 -0.959 0.184 0.369 0.116
H 2.748 5.403 -1.460 -0.138 0.009 -0.033
H 3.106 4.450 -2.950 0.144 0.432 0.078
H 4.878 4.238 -1.333 0.060 -0.321 -0.233
H 4.073 2.646 -1.587 -0.016 -0.041 0.011
H 4.906 1.957 0.290 -0.279 -0.233 0.184
H 4.223 2.553 1.861 -0.101 -0.096 -0.009
H 5.560 3.393 1.024 -0.127 -0.072 0.192